a:
DFT (ωB97M-V with the def2-TZVPD basis set) results for a cluster of 2 separate species, C4H10NO2 in total.

Summary:
- Frontier orbital gap: 6.82 eV
- LUMO energy: 4.109 eV

The geometry in ORCA input format:
```
! RIJCOSX wB97M-V def2-TZVPD def2/J DEFGRID3
* xyz -1 1
C 0.250 -2.210 -1.105
C 0.905 -1.295 1.131
C 0.031 -1.226 -0.077
C -0.725 -0.124 -0.236
N -0.149 3.516 -0.164
O -1.511 3.374 0.351
O -0.969 0.773 0.642
H 1.018 -1.878 -1.936
H -0.592 -2.456 -1.642
H 0.588 -3.193 -0.616
H 0.768 -2.008 1.987
H 0.806 -0.225 1.621
H 1.896 -1.472 0.774
H -0.177 2.611 -0.585
H -0.867 0.055 -1.410
H 0.407 3.428 0.676
H -1.680 2.329 0.588
*
```

b:
DFT (ωB97M-V with the def2-TZVPD basis set) results for a structure of composition C4H10NO2.

Summary:
- Frontier orbital gap: 8.19 eV
- LUMO energy: 4.240 eV

The geometry in ORCA input format:
```
! RIJCOSX wB97M-V def2-TZVPD def2/J DEFGRID3
* xyz -1 1
C 2.260 -1.067 1.867
N 0.972 -1.386 1.951
O 2.818 -0.484 0.944
H 2.858 -1.368 2.765
H 0.744 -2.033 2.687
H 0.063 -0.798 1.340
C -0.448 0.919 0.133
O -0.862 -0.253 0.712
C -1.163 1.192 -1.193
C -1.123 -0.020 -2.120
H 0.640 0.919 -0.076
H -0.596 1.804 0.784
H -0.669 2.032 -1.706
H -2.184 1.527 -1.020
H -1.485 0.225 -3.122
H -1.726 -0.827 -1.724
H -0.097 -0.385 -2.220
*
```

List of relative energies, unit hartree: a 0.1144; b 0.0000